The following is a quantum chemistry calculation of a cluster of 7 separate species, C30H51Cl12NOP in total in a non-equilibrium geometry, from the Open Molecules 2025 dataset.

ORCA input file:
```
! wB97M-V def2-TZVPD RIJCOSX def2/J DEFGRID3
* xyz 1 1
C -1.2572 -2.8495 -1.9646
C 0.0414 -3.8745 -2.1341
C 0.2950 -4.8285 -0.8187
C 0.4389 -3.9666 0.5976
C 1.9949 -3.4417 0.8040
C 2.3633 -2.1170 -0.0991
C 3.0019 -1.0041 0.9686
C 2.9261 0.5218 0.3181
C 1.8470 1.5073 1.0636
C 0.2874 1.0044 0.9990
N -0.2552 -0.2693 1.2068
C -1.7762 -0.4376 1.1210
C -2.1744 0.8376 0.1706
C -1.0456 1.9089 0.6929
C -1.5077 3.0854 1.7377
C -1.8142 2.5780 3.2662
O -2.9394 2.9640 3.9300
C -0.7910 1.6089 4.1664
C -1.1804 0.0816 4.6549
C -0.1063 -0.8602 5.5084
C 1.3791 -0.1755 5.8343
C 1.7456 1.3787 5.3521
C 0.6860 2.3143 4.5100
P -0.6229 2.9041 -0.8812
C -2.3030 3.1687 -1.7955
C 0.4521 1.9237 -2.1180
C 1.8019 2.8558 -2.4261
H -1.4876 -2.2646 -2.9665
H -0.9338 -2.0264 -1.1764
H -2.1722 -3.4786 -1.5937
H 1.0164 -3.2861 -2.4740
H -0.2578 -4.6051 -3.0237
H -0.5448 -5.6453 -0.6614
H 1.3328 -5.3763 -0.9662
H 0.1956 -4.7435 1.4660
H -0.3495 -3.0822 0.6641
H 2.7219 -4.3143 0.4477
H 2.1131 -3.2574 1.9765
H 1.3387 -1.6387 -0.4799
H 3.0684 -2.3296 -1.0143
H 4.1276 -1.3216 1.1572
H 2.4340 -1.0304 2.0024
H 2.8234 0.5039 -0.8685
H 4.0021 0.9988 0.5170
H 1.9716 2.5781 0.5765
H 2.1678 1.6098 2.2086
H 0.2581 -1.1434 1.4545
H -2.0348 -1.5116 0.7326
H -2.3578 -0.3124 2.1550
H -3.3135 1.1406 0.2514
H -1.8348 0.4996 -0.9129
H -2.5343 3.5216 1.3124
H -0.7723 4.0102 1.7784
H -2.2422 -0.3768 4.4045
H -0.3575 -1.9788 5.8402
H 2.2243 -0.7741 6.4074
H 2.7983 1.8659 5.5935
H 0.9039 3.4263 4.1433
H -2.1032 3.9664 -2.6404
H -2.6554 2.1454 -2.2981
H -3.1148 3.5221 -1.0207
H 0.8534 0.8949 -1.7308
H -0.1806 1.7149 -3.0872
H 1.7120 3.9149 -1.9023
H 2.7993 2.3444 -2.0831
H 1.8617 2.9628 -3.6115
C 1.4799 -3.6244 7.9434
Cl 1.9744 -3.2997 6.2776
Cl 1.3148 -2.1232 8.8621
H 0.5185 -4.1435 7.9344
H 2.2343 -4.2534 8.4223
C -2.9918 6.9458 -1.1908
Cl -3.2249 5.8602 0.1848
Cl -1.3373 6.8471 -1.8057
H -3.6847 6.6645 -1.9874
H -3.1924 7.9716 -0.8724
C -1.4808 -0.6940 -5.9455
Cl 0.0150 0.1699 -5.5697
Cl -2.8824 0.1291 -5.2503
H -1.5998 -0.7442 -7.0305
H -1.4212 -1.7043 -5.5336
C -6.5603 -0.6172 -5.8554
Cl -8.0126 -0.0868 -6.7124
Cl -6.2008 -2.3130 -6.2022
H -5.7149 -0.0022 -6.1734
H -6.7185 -0.4997 -4.7807
C 4.9106 -5.7005 2.4767
Cl 5.4051 -5.3758 0.8109
Cl 4.7456 -4.1992 3.3954
H 3.9492 -6.2196 2.4677
H 5.6651 -6.3295 2.9556
C 1.6427 4.5881 -6.5031
Cl 1.9575 6.3221 -6.3642
Cl 0.3348 4.0906 -5.4229
H 1.3596 4.3593 -7.5334
H 2.5502 4.0396 -6.2393
*
```

Values from the calculation:
ΔE to the lowest compared entry with this formula, charge and spin ... 384.63 kcal per mole
Frontier orbital gap ... 6.967 eV
Max |F| ... 8.7 eV Å⁻¹
HOMO energy ... -10.74 eV

Results of the Löwdin charge analysis, in e, for atoms 1 through 6:
1. C -0.13
2. C -0.25
3. C -0.20
4. C -0.21
5. C -0.22
6. C -0.20

=====

The following is a quantum chemistry calculation of the molecule C2H3NP2 in a non-equilibrium geometry, from the Open Molecules 2025 dataset.

ORCA input file:
```
! wB97M-V def2-TZVPD RIJCOSX def2/J DEFGRID3
* xyz 0 1
C 0.5560 0.1689 -0.2467
N 0.0049 1.2760 -0.1582
P -1.6907 1.2098 -0.1792
P -1.8845 -0.9938 -0.0344
C -0.0614 -1.1508 -0.3266
H 1.7129 0.3328 -0.1496
H -1.9446 1.9537 1.0627
H 0.4374 -2.1281 -0.4011
*
```

Values from the calculation:
ΔE to the lowest compared entry with this formula, charge and spin ... 13.50 kcal per mole
Structure (SMILES) ... C1=N[PH]#P=C1
Frontier orbital gap ... 8.200 eV
Max |F| ... 5.6 eV Å⁻¹
HOMO energy ... -9.23 eV

Results of the natural (NBO) charge analysis, in e, for atoms 1 through 6:
1. C 0.04
2. N -0.70
3. P 0.46
4. P 0.30
5. C -0.58
6. H 0.19

=====

The following is a quantum chemistry calculation of a structure of composition AlH32O16 in a non-equilibrium geometry, from the Open Molecules 2025 dataset.

ORCA input file:
```
! wB97M-V def2-TZVPD RIJCOSX def2/J DEFGRID3
* xyz 3 1
Al 0.4457 -0.0938 -0.3247
O -0.1906 -3.0511 -1.1877
H -0.1195 -3.3269 -2.1016
H -0.1740 -3.8677 -0.6886
O 2.4631 -1.9276 -1.7991
H 2.9375 -1.8233 -2.6238
H 2.9528 -2.5988 -1.3237
O 2.0753 1.6055 -2.3918
H 1.7648 1.7464 -3.2863
H 2.7474 2.2748 -2.2629
O -1.1453 -2.2573 1.5292
H -1.8174 -2.8838 1.2610
H -0.8346 -2.5852 2.3731
O 0.0120 -0.7620 -3.4814
H 0.3397 -1.5358 -3.9396
H -0.7225 -0.4599 -4.0156
O -1.7985 1.3395 1.2515
H -1.5775 1.8241 2.0468
H -2.7315 1.1449 1.3404
O 0.0309 5.1478 0.4638
H -0.3968 5.8976 0.8775
H -0.6554 4.7425 -0.0662
O -3.2400 -0.2482 3.2341
H -3.9154 -0.7899 3.6423
H -2.4316 -0.4925 3.6846
O 3.2322 0.4351 0.6647
H 3.5755 0.9752 1.3764
H 3.9358 -0.1849 0.4730
O -0.9218 2.0552 -2.0183
H -1.0632 2.9995 -2.0863
H -1.5731 1.6721 -2.6059
O 1.1929 2.6801 0.5935
H 2.1303 2.8332 0.7120
H 0.8033 3.5543 0.6079
O 1.1796 0.4345 2.6303
H 0.7544 0.3461 3.4833
H 2.0923 0.6358 2.8368
O 0.0962 -2.6759 3.9370
H 0.6074 -1.9016 4.1724
H -0.5231 -2.7832 4.6589
O -2.4022 0.8939 -4.0734
H -2.6497 0.1862 -4.6685
H -2.3653 1.6726 -4.6288
O -2.3636 -0.8291 -1.0026
H -2.5525 -1.6401 -1.4748
H -3.1642 -0.6455 -0.5111
O 1.7559 -2.3192 1.3907
H 2.5063 -2.1393 1.9569
H 1.6985 -3.2744 1.3646
*
```

Values from the calculation:
ΔE to the lowest compared entry with this formula, charge and spin ... 14.93 kcal per mole
Frontier orbital gap ... 3.664 eV
Max |F| ... 2.1 eV Å⁻¹
HOMO energy ... -19.07 eV

Results of the natural (NBO) charge analysis, in e, for atoms 1 through 6:
1. Al 1.91
2. O -0.92
3. H 0.50
4. H 0.50
5. O -0.93
6. H 0.51

=====

The following is a quantum chemistry calculation of a structure of composition C15H12F5NSTi, from the Open Molecules 2025 dataset.

ORCA input file:
```
! wB97M-V def2-TZVPD RIJCOSX def2/J DEFGRID3
* xyz 2 1
Ti -0.0787 0.2473 0.5140
F -5.0654 3.2892 1.9331
C -4.0464 2.8655 1.2350
C -3.5860 1.5672 1.3939
F -4.1434 0.7400 2.2451
C -2.5205 1.2076 0.6021
F -2.0277 -0.1299 0.7776
C -1.8551 2.0039 -0.3228
S -0.4860 1.4439 -1.3301
C -2.3367 3.3065 -0.4142
F -1.7747 4.1587 -1.2463
C -3.4211 3.7271 0.3361
F -3.8692 4.9488 0.2069
C 0.8755 0.5650 2.9762
N 1.2880 1.1669 1.6673
C 1.3020 2.6638 1.7393
C 2.5969 0.5863 1.1803
C 2.3775 -0.7931 0.6018
C 3.3657 -1.7571 0.6615
C 3.1658 -2.9838 0.0349
C 1.9853 -3.2795 -0.6513
C 0.9799 -2.3406 -0.7221
C 1.1719 -1.1001 -0.0815
H 1.5946 0.8421 3.7464
H 0.8610 -0.5251 2.9134
H -0.0993 0.9594 3.2678
H 2.0473 2.9810 2.4679
H 0.3213 3.0126 2.0553
H 1.5426 3.0605 0.7593
H 3.3021 0.5982 2.0115
H 2.9661 1.2632 0.4116
H 4.3005 -1.5549 1.1715
H 3.9496 -3.7298 0.0815
H 1.8644 -4.2425 -1.1300
H 0.0646 -2.5584 -1.2550
*
```

Values from the calculation:
Frontier orbital gap ... 7.429 eV
Max |F| ... 0.9 eV Å⁻¹
HOMO energy ... -16.26 eV

Results of the natural (NBO) charge analysis, in e, for atoms 1 through 6:
1. Ti 1.44
2. F -0.23
3. C 0.32
4. C 0.31
5. F -0.24
6. C 0.24

=====

The following is a quantum chemistry calculation of a cluster of 2 separate species, C2H9NS2 in total in a non-equilibrium geometry, from the Open Molecules 2025 dataset.

ORCA input file:
```
! wB97M-V def2-TZVPD RIJCOSX def2/J DEFGRID3
* xyz 1 2
S 1.3475 2.4456 -1.2411
S -0.3869 2.2962 -2.2096
H 2.1110 3.2611 -1.8233
H -0.0907 1.2198 -3.0152
C 0.2807 -3.9711 1.9998
N -1.1887 -3.3560 2.2020
C -1.1868 -1.9835 2.6397
H 0.4830 -4.7631 2.7736
H 0.3234 -4.5003 0.9486
H 1.0945 -3.1787 1.9966
H -1.8757 -3.7814 2.9194
H -2.1691 -1.5603 2.1671
H -0.3381 -1.4969 2.2162
H -1.1513 -1.8485 3.7772
*
```

Values from the calculation:
ΔE to the lowest compared entry with this formula, charge and spin ... 29.73 kcal per mole
Frontier orbital gap (spin up / spin down) ... 8.055 / 3.244 eV
Max |F| ... 4.8 eV Å⁻¹
HOMO energy (spin up / spin down) ... -11.71 / -11.71 eV

Results of the natural (NBO) charge analysis, in e, for atoms 1 through 6:
1. S -0.13
2. S -0.11
3. H 0.11
4. H 0.13
5. C -0.47
6. N -0.12